one.
Below is 2 unconnected molecules or ions with the total composition H4O2, with properties calculated with ωB97M-V/def2-TZVPD.

Structure (XYZ):
```
6
Properties=species:S:1:pos:R:3
O 1.0933 0.6106 0.5838
H 1.0108 0.0235 1.3562
H 1.3293 0.0736 -0.2788
O -1.1370 -0.5827 -0.7252
H -1.8834 0.0403 -0.7901
H -0.4130 -0.1654 -0.1459
```

As for the SMILES: O.O.

***

two.
Below is 2 unconnected molecules or ions with the total composition H4O2, with properties calculated with ωB97M-V/def2-TZVPD.

Structure (XYZ):
```
6
Properties=species:S:1:pos:R:3
O -0.7567 -0.6910 -0.3007
H -1.0860 -0.7024 0.6105
H -1.1893 -1.5343 -0.7057
O 1.1130 0.9597 0.5001
H 0.7797 0.1991 -0.0362
H 1.1393 1.7689 -0.0680
```

As for the SMILES: O.O.

***

three.
Below is 2 unconnected molecules or ions with the total composition H4O2, with properties calculated with ωB97M-V/def2-TZVPD.

Structure (XYZ):
```
6
Properties=species:S:1:pos:R:3
O -23.8929 17.2413 -1.0415
H -24.4541 16.5061 -1.2877
H -24.1007 17.4043 -0.1214
O -23.3975 18.9378 -3.3342
H -23.6741 18.6895 -2.4521
H -23.8667 18.3354 -3.9113
```

As for the SMILES: O.O.

***

four.
Below is 2 unconnected molecules or ions with the total composition H4O2, with properties calculated with ωB97M-V/def2-TZVPD.

Structure (XYZ):
```
6
Properties=species:S:1:pos:R:3
O -0.4521 -1.0797 0.6773
H -0.1405 -1.6903 -0.0244
H -0.1660 -1.5773 1.4974
O -0.0368 1.7051 -0.8500
H 0.7417 1.8439 -0.2734
H 0.0537 0.7983 -1.0270
```

As for the SMILES: O.O.

***

The least stable of them is one.